C25H30BrN3O3S2Zn | ωB97M-V/def2-TZVPD

Total charge ... +2
DFT total energy ... -177145.2053 eV
Strongest force on any atom ... 0.26 eV/A

Each line ends with the Löwdin charge.
Positions of all 65 atoms, in Å:
Br (-2.26, 6.69, -0.04)  0.821
Zn (-0.03, 0.09, 0.42)  0.549
S (-2.24, -2.25, 0.18)  1.016
S (1.71, -1.23, -0.24)  0.732
O (-0.34, 1.83, -0.73)  -0.177
O (-1.76, -0.78, 0.18)  -0.589
O (-0.11, 1.39, 1.86)  -0.172
N (-1.28, 4.14, 4.79)  0.213
N (4.30, -1.19, 0.16)  0.066
N (-0.48, 2.18, 4.36)  0.214
C (-3.89, -2.16, -0.55)  -0.314
C (-0.55, 2.27, 5.75)  -0.151
C (-1.61, 5.04, 0.58)  -0.677
C (-1.23, 4.06, -0.35)  -0.031
C (-3.12, -4.03, 2.08)  -0.281
C (-3.18, -2.79, -2.90)  -0.100
C (4.47, 0.97, 1.77)  -0.005
C (5.52, -0.81, 0.61)  -0.022
C (-1.29, 3.97, 7.32)  0.012
C (-0.92, 3.31, 3.81)  -0.155
C (-0.22, 1.38, 6.76)  0.005
C (-2.66, -2.59, 1.89)  -0.341
C (-0.61, 2.56, 1.48)  -0.249
C (-0.44, 2.02, -2.15)  -0.006
C (-4.04, -3.15, -1.70)  -0.286
C (5.64, 0.27, 1.42)  -0.019
C (-1.07, 3.53, 6.03)  -0.153
C (-0.96, 3.09, 8.33)  -0.049
C (-0.75, 2.86, 0.10)  -0.181
C (-1.50, 4.79, 1.92)  -0.066
C (3.14, -0.56, 0.47)  -0.660
C (-2.03, -5.07, 1.83)  -0.098
C (-1.00, 3.56, 2.38)  -0.059
C (3.24, 0.56, 1.30)  -0.056
C (-0.44, 1.81, 8.06)  -0.053
H (-1.48, 2.17, -2.44)  0.113
H (-3.49, -4.11, 3.10)  0.121
H (-1.73, -2.40, 2.44)  0.098
H (-1.79, 5.57, 2.61)  0.107
H (2.34, 1.10, 1.56)  0.091
H (-3.81, -4.16, -1.35)  0.109
H (6.61, 0.59, 1.77)  0.127
H (-2.12, -2.68, -2.62)  0.062
H (-1.65, 5.07, 4.65)  0.173
H (-2.38, -6.06, 2.10)  0.085
H (-0.05, 1.12, -2.61)  0.101
H (-1.72, -5.09, 0.79)  0.067
H (-1.69, 4.95, 7.54)  0.125
H (-3.41, -1.85, 2.18)  0.106
H (-0.17, 1.42, 3.76)  0.151
H (-1.33, 4.27, -1.41)  0.112
H (-3.23, -3.56, -3.66)  0.084
H (-1.15, -4.85, 2.44)  0.081
H (-3.99, -4.23, 1.44)  0.105
H (-5.09, -3.16, -1.98)  0.122
H (0.16, 2.88, -2.45)  0.112
H (6.35, -1.42, 0.28)  0.147
H (-4.61, -2.33, 0.25)  0.097
H (0.18, 0.40, 6.56)  0.119
H (-3.51, -1.85, -3.35)  0.083
H (-3.97, -1.12, -0.88)  0.106
H (-1.11, 3.38, 9.36)  0.119
H (4.23, -2.00, -0.44)  0.156
H (-0.20, 1.16, 8.88)  0.117
H (4.53, 1.83, 2.41)  0.129

C25H30ClN5O6 | ωB97M-V/def2-TZVPD

DFT total energy ... -58668.7665 eV
Strongest force on any atom ... 3.26 eV/A
SMILES ... COc1cc(OC)c(NC(=O)Nc2cc(C)on2)cc1Cl.CNC(=O)[C@H](Cc1ccccc1)NC(C)=O

Each line ends with the natural charge from an NBO analysis.
Positions of all 67 atoms, in Å:
Cl (1.49, 1.21, 3.29)  0.009
O (-1.77, -6.43, 2.73)  -0.630
O (-0.54, -7.87, -0.77)  -0.630
O (-0.43, 5.63, 1.87)  -0.596
O (0.71, 3.33, -2.20)  -0.535
O (1.45, -0.43, 0.74)  -0.533
O (-1.41, 9.66, 2.63)  -0.293
N (0.13, -7.45, 2.43)  -0.603
N (0.43, -5.92, -0.18)  -0.621
N (-0.72, 8.46, 2.29)  -0.138
N (-0.40, 7.19, 0.25)  -0.625
N (0.54, 5.04, -0.09)  -0.618
C (-1.32, -3.95, -2.03)  -0.166
C (-1.09, -2.83, -2.85)  -0.230
C (-1.95, 10.16, 1.48)  0.352
C (-1.80, -4.98, 0.26)  -0.432
C (0.81, 3.68, 0.16)  0.096
C (-2.79, 11.40, 1.41)  -0.660
C (1.08, 1.43, -0.72)  -0.369
C (-0.86, 8.26, 1.01)  0.314
C (2.83, -0.81, 0.74)  -0.247
C (-0.04, 5.97, 0.77)  0.787
C (1.51, -7.69, 2.00)  -0.410
C (1.27, 0.92, 0.57)  0.338
C (-0.50, -5.51, 0.89)  -0.121
C (0.88, 2.80, -0.94)  0.346
C (-1.14, -1.54, -2.31)  -0.232
C (-1.42, -1.36, -0.94)  -0.197
C (-1.59, -3.78, -0.65)  -0.037
C (-1.64, -2.48, -0.12)  -0.207
C (-1.62, 9.34, 0.45)  -0.393
C (1.02, 3.15, 1.45)  -0.227
C (0.32, -7.01, -0.93)  0.671
C (-0.75, -6.52, 2.06)  0.679
C (1.34, -7.17, -2.03)  -0.711
C (1.25, 1.79, 1.66)  -0.097
C (1.35, 2.65, -3.29)  -0.252
H (-0.52, 7.25, -0.75)  0.402
H (2.02, -6.74, 1.80)  0.197
H (-2.48, -4.68, 1.05)  0.246
H (1.52, -8.32, 1.11)  0.200
H (-3.08, 11.61, 0.37)  0.232
H (-1.29, -4.95, -2.45)  0.202
H (3.35, -0.37, 1.60)  0.185
H (3.33, -0.48, -0.18)  0.171
H (1.26, -6.33, -2.72)  0.225
H (-0.22, -8.05, 3.16)  0.409
H (-3.70, 11.27, 2.01)  0.237
H (-1.84, -2.34, 0.94)  0.217
H (1.09, 0.72, -1.54)  0.235
H (-1.46, -0.37, -0.52)  0.219
H (1.02, 3.80, 2.33)  0.268
H (1.39, 3.30, -4.16)  0.202
H (-0.98, -0.68, -2.94)  0.205
H (2.05, -8.21, 2.80)  0.210
H (2.38, 2.36, -3.03)  0.186
H (-2.28, -5.78, -0.30)  0.235
H (0.79, 1.75, -3.56)  0.178
H (1.16, -5.27, -0.42)  0.402
H (-2.23, 12.25, 1.80)  0.235
H (-0.89, -2.97, -3.90)  0.210
H (0.55, 5.30, -1.07)  0.402
H (-1.90, 9.46, -0.59)  0.221
H (2.91, -1.90, 0.81)  0.191
H (2.34, -7.20, -1.60)  0.221
H (1.15, -8.10, -2.56)  0.246
H (-0.03, -4.66, 1.38)  0.227

C25H30CoIN4O2 | ωB97M-V/def2-TZVPD

⟨S²⟩ ... 0.77
Total charge ... +1
DFT total energy ... -82189.6725 eV
Strongest force on any atom ... 1.60 eV/A
Spin multiplicity ... 2

Each line ends with the natural charge from an NBO analysis.
Positions of all 63 atoms, in Å:
I (-1.23, -1.92, 2.24)  -0.039
Co (0.03, 0.34, -0.03)  1.030
O (-1.86, 0.39, 0.05)  -0.693
O (-0.13, -1.41, -1.04)  -0.751
N (-0.01, 1.91, -1.25)  -0.487
N (1.90, 0.30, -0.16)  -0.423
N (-1.82, -3.32, -1.26)  -0.495
N (-5.05, -1.77, 0.21)  -0.499
C (-1.00, 2.22, -2.00)  0.183
C (-3.18, 1.78, -3.01)  -0.061
C (1.48, -4.31, -2.47)  -0.080
C (-4.78, 0.30, -2.05)  -0.063
C (-2.27, 1.54, -1.99)  -0.239
C (-4.23, -3.04, -1.77)  -0.432
C (-3.93, 0.06, -0.95)  -0.337
C (1.85, 2.76, 0.08)  -0.420
C (-5.43, -2.64, -0.90)  -0.227
C (2.61, 1.46, 0.37)  -0.232
C (-4.44, 1.17, -3.06)  -0.106
C (1.19, 2.75, -1.30)  -0.241
C (0.47, -3.50, -1.91)  -0.290
C (3.87, -4.75, -3.14)  -0.625
C (-0.84, -4.00, -1.78)  0.238
C (-4.26, -0.72, 0.17)  0.261
C (3.12, -2.66, -1.93)  -0.062
C (-2.63, 0.68, -0.91)  0.559
C (-3.15, -3.82, -0.98)  -0.227
C (-5.41, 1.48, -4.17)  -0.622
C (2.17, -1.82, -1.37)  -0.245
C (0.79, -2.19, -1.43)  0.551
C (0.11, -0.28, 1.89)  -0.908
C (2.61, -0.58, -0.76)  0.170
C (2.80, -3.89, -2.52)  -0.090
H (3.68, -0.41, -0.82)  0.177
H (1.88, 2.34, -2.04)  0.207
H (-3.19, -4.88, -1.21)  0.216
H (1.22, -5.28, -2.85)  0.213
H (-5.79, 2.50, -4.07)  0.229
H (1.07, 2.91, 0.83)  0.221
H (-1.05, -5.02, -2.10)  0.206
H (0.93, 3.77, -1.60)  0.204
H (-4.93, 1.40, -5.15)  0.225
H (-6.19, -2.17, -1.53)  0.222
H (1.08, -0.67, 2.21)  0.185
H (-2.89, 2.46, -3.80)  0.219
H (-1.56, -2.38, -0.94)  0.467
H (3.61, 1.52, -0.08)  0.191
H (-3.78, -2.15, -2.20)  0.234
H (-0.90, 3.06, -2.68)  0.175
H (-3.32, -3.70, 0.09)  0.216
H (3.44, -5.48, -3.83)  0.222
H (-3.77, -0.47, 1.11)  0.258
H (2.73, 1.34, 1.44)  0.225
H (-0.19, 0.51, 2.59)  0.194
H (-5.77, -0.14, -2.06)  0.201
H (4.16, -2.36, -1.90)  0.215
H (-5.88, -3.53, -0.47)  0.224
H (-6.26, 0.80, -4.15)  0.219
H (4.57, -4.12, -3.70)  0.222
H (2.55, 3.59, 0.15)  0.235
H (-4.61, -3.65, -2.60)  0.235
H (-5.19, -2.15, 1.14)  0.422
H (4.44, -5.29, -2.38)  0.226